1.
C4H7N2O3S2 | ωB97M-V/def2-TZVPD

Net charge ... -1
DFT total energy ... -35056.085 eV
Energy relative to the best compared isomer or geometry (same formula, charge and spin) ... 0.0 kJ/mol

The geometry in XYZ format:
```
18
Properties=species:S:1:pos:R:3:forces:R:3:nbo_charge:R:1
C 1.726 0.466 0.227 -0.242 0.341 -0.134 0.17
C -3.161 -1.138 0.915 0.073 0.437 -0.351 -0.05
C 2.652 0.928 1.307 0.053 -0.005 0.147 -0.66
C 1.051 -1.167 -1.341 -0.222 -0.148 -0.135 -0.45
N -3.182 -2.058 1.599 -0.070 -0.293 0.269 -0.37
N 1.868 -0.675 -0.273 0.505 -0.391 0.313 -0.46
O -4.237 0.125 -1.034 0.477 -0.038 0.425 -0.96
O -3.020 1.417 0.669 0.031 -0.566 -0.283 -0.96
O -1.793 -0.024 -0.901 -1.341 -0.101 0.350 -0.99
S 0.528 1.716 -0.214 0.452 0.319 0.112 -0.15
S -3.061 0.266 -0.205 0.153 0.238 -0.563 2.40
H 3.166 1.833 0.982 0.067 0.099 0.055 0.21
H 2.076 1.169 2.198 0.034 0.062 0.082 0.22
H 3.378 0.150 1.533 0.016 -0.003 -0.053 0.22
H 0.048 -1.417 -0.986 0.080 -0.025 -0.084 0.23
H 1.525 -2.068 -1.734 -0.119 0.034 -0.090 0.18
H 0.937 -0.432 -2.145 -0.042 0.049 -0.038 0.19
H -0.500 0.909 -0.595 0.095 -0.007 -0.022 0.23
```
Forces are in eV/Å.


2.
H12NaO10S | ωB97M-V/def2-TZVPD

Net charge ... -1
DFT total energy ... -35916.870 eV
Energy relative to the best compared isomer or geometry (same formula, charge and spin) ... 852.1 kJ/mol

The geometry in XYZ format:
```
24
Properties=species:S:1:pos:R:3:forces:R:3:nbo_charge:R:1
Na 0.336 -0.373 -0.053 5.282 -4.631 -4.025 0.84
S -2.059 -0.185 1.295 -2.882 -3.328 2.371 2.65
O -0.754 0.270 0.985 -1.885 -1.277 5.324 -1.13
O -2.211 -1.488 0.644 -1.567 -1.010 0.111 -1.12
O -2.061 -0.404 2.726 -0.835 0.156 2.101 -1.11
O -2.953 0.834 0.826 -2.166 1.350 -0.746 -1.10
O -0.537 2.283 0.945 1.631 8.255 0.904 -1.07
H -0.685 1.404 0.596 -0.646 -0.433 -0.312 0.46
H -1.377 2.531 1.334 -0.165 -0.071 0.034 0.47
O 1.400 -2.046 0.477 1.212 -1.285 0.182 -0.94
H 1.156 -2.757 -0.116 0.007 -0.262 0.038 0.46
H 0.848 -2.176 1.248 -0.416 -0.010 0.546 0.50
O 1.909 0.104 -1.368 1.487 -0.086 -1.571 -0.93
H 2.018 -0.006 -2.312 0.088 -0.111 -0.372 0.47
H 2.798 0.235 -1.038 0.377 -0.303 0.083 0.48
O -0.830 -1.439 -1.116 -0.582 -1.883 -3.044 -0.88
H -0.732 -1.016 -1.969 -0.001 -0.149 -0.581 0.44
H -0.529 -2.337 -1.258 -0.452 -0.483 -0.084 0.45
O 1.514 0.726 0.890 3.744 1.681 1.730 -0.96
H 2.209 1.184 0.417 0.124 0.424 0.394 0.44
H 1.146 1.387 1.476 -0.953 0.565 0.389 0.53
O -0.370 1.027 -1.196 -1.030 1.964 -3.209 -0.91
H -0.713 0.800 -2.060 -0.404 0.420 -0.285 0.45
H 0.475 1.441 -1.375 0.034 0.506 0.024 0.48
```
Forces are in eV/Å.


3.
C28H39IInO | ωB97M-V/def2-TZVPD

Net charge ... -1
DFT total energy ... -44989.960 eV
Energy relative to the best compared isomer or geometry (same formula, charge and spin) ... 0.0 kJ/mol

The geometry in XYZ format:
```
70
Properties=species:S:1:pos:R:3:forces:R:3:mulliken_charge:R:1
C 4.177 1.337 2.751 0.022 -0.184 -0.067 -1.19
C 2.908 0.557 2.359 -0.081 0.274 -0.145 -0.64
In 1.096 1.843 2.121 0.230 0.033 0.200 1.50
C -0.437 1.380 3.683 -0.006 0.163 -0.365 -0.54
O -0.482 -0.025 4.089 -0.116 -0.090 -0.058 -0.62
C -0.969 -0.839 3.111 0.245 -0.286 -0.128 -0.51
C -0.069 -1.723 2.507 -0.484 -0.061 -0.179 0.19
C -0.465 -2.598 1.494 -0.221 0.326 0.221 0.67
C 0.521 -3.544 0.865 -0.083 0.062 -0.039 -1.45
C -1.798 -2.554 1.076 0.160 0.262 0.332 -0.71
C -2.699 -1.682 1.690 0.374 -0.083 0.017 -0.95
C -2.323 -0.828 2.733 0.051 -0.038 -0.334 1.07
C -3.308 0.086 3.433 -0.176 -0.030 0.117 1.51
C -4.757 -0.109 2.981 0.091 0.180 -0.016 -2.01
C -3.180 -0.018 4.972 -0.104 -0.101 -0.133 -1.30
C 0.268 1.481 0.066 -0.309 0.094 0.058 0.53
C -0.766 2.401 -0.550 0.597 -0.337 -0.406 -0.25
C -0.110 3.486 -1.391 -0.310 0.124 0.156 -1.22
I -2.120 3.370 0.866 -0.220 0.049 0.156 -0.11
H 5.043 1.052 2.147 0.053 0.000 -0.039 0.29
H 4.458 1.135 3.786 -0.029 0.094 0.105 0.29
H 4.057 2.415 2.650 0.028 0.108 0.011 0.24
H 3.063 0.051 1.402 -0.008 -0.102 -0.024 0.30
H 2.711 -0.215 3.098 -0.059 -0.168 0.044 0.26
H 1.646 3.532 2.284 -0.046 -0.008 -0.052 -0.48
H -0.266 1.954 4.593 0.081 -0.086 0.149 0.26
H -1.424 1.661 3.310 0.254 0.129 0.136 -0.38
H 0.955 -1.698 2.842 0.176 0.039 0.042 0.30
H 0.290 -4.578 1.124 0.020 -0.078 0.031 0.37
H 1.535 -3.324 1.194 0.064 -0.007 0.034 0.35
H 0.494 -3.472 -0.223 -0.006 -0.013 -0.048 0.17
H -2.131 -3.195 0.269 -0.039 -0.031 -0.038 0.41
H -3.719 -1.674 1.332 -0.050 0.009 0.035 0.32
H -3.049 1.109 3.152 -0.127 -0.042 0.008 -0.21
H -4.934 0.351 2.009 0.041 -0.124 -0.138 0.34
H -5.042 -1.158 2.929 -0.075 -0.113 0.097 0.39
H -5.419 0.392 3.686 -0.077 0.017 0.039 0.53
H -4.166 -0.102 5.430 -0.077 0.039 0.038 0.48
H -2.600 -0.889 5.264 0.026 -0.072 0.055 0.25
H -2.683 0.855 5.387 0.071 0.039 0.039 0.26
H -0.109 0.458 0.038 0.004 -0.134 0.176 -0.56
H 1.141 1.522 -0.591 0.078 -0.048 -0.037 -0.60
H -1.470 1.839 -1.160 -0.212 0.139 0.032 0.37
H 0.243 3.026 -2.315 0.201 -0.006 -0.037 0.32
H -0.795 4.292 -1.647 -0.038 -0.002 -0.066 0.46
H 0.727 3.913 -0.840 0.107 0.032 -0.015 0.26
C 3.836 2.581 -3.973 0.018 -0.013 -0.001 -0.47
C 3.303 1.935 -2.866 -0.041 0.023 0.044 -0.42
C 2.776 0.657 -2.994 -0.020 -0.025 -0.021 -0.19
C 2.787 0.025 -4.230 0.012 0.005 0.002 -0.18
C 3.327 0.668 -5.336 -0.001 -0.001 -0.001 -0.50
C 3.851 1.946 -5.207 -0.008 0.013 -0.008 -0.33
H 4.237 3.581 -3.873 0.010 0.007 0.005 0.36
H 3.284 2.430 -1.903 -0.003 -0.001 0.017 0.48
H 2.345 0.165 -2.132 -0.002 0.002 -0.001 0.35
H 2.365 -0.966 -4.333 -0.018 -0.008 -0.004 0.21
H 3.333 0.174 -6.299 -0.001 -0.006 -0.008 0.35
H 4.265 2.451 -6.071 0.007 0.004 -0.005 0.35
C -2.058 -1.587 -2.585 -0.020 0.009 -0.014 -0.62
C -0.742 -1.733 -2.173 0.043 0.027 0.011 0.47
C 0.170 -2.390 -2.987 -0.009 -0.015 -0.012 -0.71
C -0.234 -2.901 -4.214 0.011 -0.005 -0.006 -0.55
C -1.550 -2.753 -4.627 0.002 0.002 -0.001 -0.41
C -2.463 -2.096 -3.812 -0.001 0.000 0.007 -0.48
H -2.766 -1.076 -1.945 0.000 0.005 0.014 0.39
H -0.431 -1.333 -1.217 -0.002 0.007 0.019 0.28
H 1.196 -2.507 -2.661 0.012 0.004 0.005 0.52
H 0.479 -3.414 -4.849 0.001 -0.002 -0.002 0.37
H -1.865 -3.149 -5.584 -0.003 -0.004 -0.006 0.36
H -3.490 -1.982 -4.133 -0.005 0.005 -0.004 0.37
```
Forces are in eV/Å.


4.
C19H41AsMoO6SSi3 | ωB97M-V/def2-TZVPD

Net charge ... +4
DFT total energy ... -129776.055 eV

The geometry in XYZ format:
```
72
Properties=species:S:1:pos:R:3:forces:R:3:mulliken_charge:R:1
Mo 0.219 0.528 -0.569 -0.933 0.969 -1.740 1.27
O 2.194 0.122 0.894 0.008 -0.162 0.210 -0.42
C 1.774 -0.883 0.345 0.796 -0.430 0.266 -0.45
O 1.553 -0.777 -1.007 0.022 -0.201 0.463 -0.25
C 1.199 -2.076 1.067 -0.217 0.037 -0.123 0.39
C 0.560 -3.027 0.047 0.002 -0.050 0.047 -0.31
C 0.081 -4.309 0.720 -0.001 -0.016 0.020 -0.97
C -1.222 -3.842 1.406 0.023 -0.005 0.050 -0.98
C -1.209 -2.354 1.093 -0.003 -0.011 0.040 -0.16
O -0.658 -2.281 -0.251 0.004 -0.077 0.046 -0.27
C -0.111 -1.640 1.913 0.000 0.101 -0.402 -0.20
C -0.338 -0.139 1.937 0.142 -0.450 0.376 0.02
O 0.046 0.628 2.744 -0.315 0.165 0.102 -0.44
O -1.028 0.340 0.764 0.311 -0.107 0.524 -0.57
H 1.961 -2.519 1.708 -0.021 0.059 0.069 0.67
H 1.145 -3.173 -0.854 -0.022 0.048 -0.030 0.73
H 0.821 -4.687 1.424 0.002 -0.020 -0.015 0.38
H -0.099 -5.092 -0.013 -0.007 0.004 -0.004 0.36
H -1.243 -4.033 2.477 -0.013 -0.015 -0.005 0.40
H -2.098 -4.317 0.968 -0.009 0.005 0.003 0.31
H -2.174 -1.858 1.131 -0.004 0.020 -0.041 0.73
H -0.048 -1.975 2.945 0.114 -0.003 0.004 0.70
C 1.758 3.102 2.035 -0.021 -0.043 0.112 -0.94
S 2.200 2.970 0.322 0.004 -0.086 -0.106 0.63
C 2.045 4.665 -0.176 -0.035 0.136 0.017 -1.02
O 0.915 2.347 -0.425 0.020 0.073 -0.056 -0.66
H 2.443 3.841 2.461 0.005 -0.005 -0.020 0.53
H 1.913 2.142 2.517 0.013 -0.021 -0.019 0.30
H 0.725 3.433 2.125 0.011 0.042 -0.001 0.34
H 2.955 5.169 0.157 -0.007 -0.013 0.014 0.48
H 1.169 5.118 0.284 -0.012 -0.002 -0.028 0.35
H 1.995 4.700 -1.262 0.046 -0.021 0.000 0.34
C -4.326 3.570 -4.487 -0.176 -0.036 -0.141 -0.91
Si -3.841 3.697 -2.747 -0.123 0.100 0.051 0.38
C -4.787 2.869 -1.439 -0.247 -0.013 0.039 -0.77
C -2.336 4.600 -2.276 0.221 0.025 -0.093 -0.71
As -0.998 0.589 -2.466 0.459 0.140 0.299 0.04
Si 1.596 0.613 -4.470 0.026 -0.049 0.023 0.24
C 0.515 1.336 -5.747 -0.100 0.126 -0.045 -0.89
C 2.680 1.694 -3.481 0.020 0.138 0.113 -0.76
C 1.910 -1.177 -4.445 -0.137 -0.192 0.015 -0.67
Si -3.547 -2.642 -3.594 -0.035 -0.171 -0.008 0.35
C -4.073 -1.612 -4.992 -0.272 0.034 -0.089 -0.84
C -2.029 -3.627 -3.720 0.085 -0.179 -0.174 -0.59
C -4.454 -2.640 -2.026 -0.072 0.105 0.179 -0.61
H -4.593 4.564 -4.870 0.055 0.006 -0.001 0.39
H -5.193 2.922 -4.619 0.000 0.015 -0.025 0.36
H -3.499 3.211 -5.107 0.017 0.069 -0.006 0.33
H -5.063 3.588 -0.659 0.060 -0.014 0.025 0.38
H -4.171 2.101 -0.957 0.013 0.039 0.038 0.22
H -5.702 2.415 -1.818 0.009 -0.017 0.015 0.38
H -2.603 5.600 -1.910 -0.026 -0.021 0.032 0.44
H -1.664 4.735 -3.124 -0.020 0.053 0.005 0.36
H -1.817 4.079 -1.468 -0.029 0.066 0.057 0.11
H 0.301 2.387 -5.553 0.008 0.002 -0.031 0.33
H -0.418 0.780 -5.842 0.026 -0.027 -0.082 0.27
H 1.031 1.277 -6.715 0.012 -0.022 0.014 0.41
H 2.308 2.717 -3.437 0.025 0.004 -0.001 0.26
H 3.667 1.716 -3.962 -0.013 -0.006 -0.014 0.48
H 2.826 1.297 -2.476 0.089 -0.022 -0.013 0.19
H 1.179 -1.730 -5.035 0.026 -0.013 -0.007 0.34
H 1.927 -1.557 -3.421 0.063 -0.010 -0.007 0.10
H 2.900 -1.367 -4.879 0.010 0.028 0.021 0.42
H -3.308 -0.864 -5.223 0.025 -0.039 -0.050 0.24
H -5.023 -1.114 -4.797 0.021 0.028 -0.007 0.37
H -4.197 -2.232 -5.888 0.083 0.017 -0.014 0.39
H -1.704 -3.756 -4.753 0.036 0.030 0.015 0.43
H -2.178 -4.618 -3.279 0.022 0.030 0.061 0.38
H -1.234 -3.134 -3.147 -0.020 -0.028 0.046 0.04
H -5.059 -1.742 -1.897 -0.041 -0.031 -0.008 0.38
H -3.760 -2.748 -1.189 -0.028 -0.069 0.004 0.05
H -5.138 -3.498 -1.994 0.024 -0.014 -0.015 0.41
```
Forces are in eV/Å.


5.
C8H16ClN3O2 | ωB97M-V/def2-TZVPD

DFT total energy ... -29640.153 eV
Energy relative to the best compared isomer or geometry (same formula, charge and spin) ... 74.8 kJ/mol

The geometry in XYZ format:
```
30
Properties=species:S:1:pos:R:3:forces:R:3:nbo_charge:R:1
C 1.871 1.468 2.381 0.393 0.495 -1.136 -0.31
C 1.708 1.314 1.068 -0.792 -0.668 0.040 -0.17
C 0.963 2.291 0.209 0.789 1.134 -1.202 0.75
C 0.730 -3.520 0.827 1.411 0.221 -0.214 -0.41
C -0.834 -1.387 -1.348 -1.826 -4.375 1.869 -0.41
C -3.347 1.765 -1.495 -1.498 0.244 1.939 -0.40
C 2.302 0.182 0.348 -1.395 -3.010 -1.921 -0.22
C 1.206 -1.202 0.020 1.229 3.744 0.130 0.54
N 1.488 -2.251 0.796 0.938 -1.763 1.596 -0.62
N 0.293 -0.876 -0.777 3.018 1.366 1.329 -0.59
N -3.044 1.594 -0.083 2.191 -1.440 -0.010 -0.86
O 0.337 1.878 -0.905 -0.393 -0.458 0.553 -0.70
O 1.127 3.475 0.362 -0.496 0.011 0.658 -0.56
Cl 3.000 0.673 -1.267 -0.051 -0.358 0.827 -0.05
H 2.502 0.850 2.991 0.046 -0.393 0.038 0.20
H 1.550 2.396 2.779 -0.619 0.582 0.664 0.22
H 0.270 -3.489 -0.119 -0.670 -1.137 -1.245 0.20
H 1.400 -4.395 1.025 -0.391 0.858 -0.727 0.21
H -0.041 -3.614 1.550 -0.659 0.596 0.997 0.20
H -0.697 -2.300 -1.923 0.508 0.178 -0.913 0.19
H -1.539 -1.887 -0.579 0.345 1.559 -0.801 0.19
H -1.192 -0.596 -1.895 -2.015 1.171 -1.476 0.21
H -3.208 0.902 -2.022 -0.029 -2.903 -1.173 0.17
H -4.363 2.125 -1.728 0.365 -0.081 0.582 0.19
H -2.674 2.363 -1.938 2.254 2.871 -1.619 0.18
H 3.104 -0.200 0.913 1.055 -0.546 0.569 0.20
H 2.445 -2.373 1.131 -0.604 0.663 -0.176 0.40
H 0.338 0.885 -1.046 0.134 0.138 0.564 0.51
H -2.069 1.793 0.273 -1.481 -0.226 -1.398 0.37
H -3.624 2.137 0.449 -1.755 1.526 1.658 0.35
```
Forces are in eV/Å.


6.
C3H11N3O | ωB97M-V/def2-TZVPD

DFT total energy ... -9802.458 eV
Energy relative to the best compared isomer or geometry (same formula, charge and spin) ... 534.9 kJ/mol

The geometry in XYZ format:
```
18
Properties=species:S:1:pos:R:3:forces:R:3:nbo_charge:R:1
C -0.474 2.357 0.530 -1.702 0.082 0.517 -0.16
C -1.517 1.496 0.661 0.200 1.416 0.243 -0.65
O 1.559 1.417 -0.046 -0.029 -1.672 -0.067 -1.05
H 2.074 1.884 -0.709 0.022 -0.230 -0.173 0.46
H -0.397 2.994 -0.339 0.229 -0.244 -0.155 0.19
H 0.096 2.672 1.390 0.290 -0.308 -0.104 0.20
H -2.313 1.491 -0.075 0.180 -0.284 -0.265 0.21
H -0.765 -0.028 0.163 0.690 -1.564 -0.512 0.46
H -1.792 1.129 1.643 0.189 -0.234 0.032 0.21
N 0.823 -0.923 -0.665 -0.164 0.192 -0.196 -0.28
N 1.509 -2.143 -0.824 -0.447 -0.184 0.444 -0.69
C -1.016 -2.085 0.274 -0.002 0.034 0.049 -0.25
N -0.355 -1.034 -0.088 0.094 0.744 0.604 -0.23
H 1.346 0.289 -0.345 0.543 1.957 -0.035 0.46
H 2.506 -1.948 -0.796 -0.280 0.062 -0.122 0.37
H 1.264 -2.562 -1.718 0.175 0.081 -0.031 0.35
H -0.625 -3.075 0.114 0.137 0.041 -0.115 0.21
H -1.924 -1.931 0.831 -0.125 0.111 -0.115 0.20
```
Forces are in eV/Å.


7.
C8H16O4Si | ωB97M-V/def2-TZVPD

DFT total energy ... -24620.146 eV
Energy relative to the best compared isomer or geometry (same formula, charge and spin) ... 550.7 kJ/mol

The geometry in XYZ format:
```
29
Properties=species:S:1:pos:R:3:forces:R:3:nbo_charge:R:1
C 1.268 2.168 2.171 2.357 0.948 -0.102 -0.45
C -2.322 -2.625 2.341 0.379 1.049 -0.097 -0.49
C 0.240 1.331 2.137 1.450 -1.418 -0.287 -0.24
C -1.307 -1.959 1.799 -0.093 1.746 1.400 0.15
C -1.701 -1.321 -2.305 -2.099 -2.808 -2.693 -0.24
C 2.728 -0.667 -1.753 0.558 -2.570 1.167 -0.23
C -0.056 2.830 -1.083 -2.223 -1.798 -0.712 -0.23
C 0.249 -0.124 1.733 -0.918 2.363 -2.846 -0.08
O -0.945 -0.659 2.102 -2.216 -1.273 1.209 -0.54
O -1.200 -0.133 -1.933 0.999 2.198 0.319 -0.91
O 1.316 -0.938 -1.584 1.663 -0.929 -0.488 -0.95
O 0.704 1.677 -1.332 1.205 -1.432 -0.506 -0.94
Si 0.207 0.136 -1.209 0.174 0.844 3.786 2.15
H 1.433 3.210 2.480 -1.725 -0.244 0.207 0.21
H 2.298 1.961 1.878 -0.246 -1.207 -0.318 0.18
H -2.525 -3.617 2.049 0.024 -0.932 -0.487 0.21
H -3.010 -2.218 3.055 0.005 0.424 0.285 0.21
H -0.692 1.689 2.472 -1.234 0.180 0.241 0.21
H -0.628 -2.330 1.113 1.089 -1.303 -1.529 0.16
H -1.301 -1.753 -3.289 0.120 0.720 1.305 0.17
H -2.771 -1.171 -2.571 0.426 -0.208 0.509 0.18
H -1.625 -2.105 -1.554 0.018 -0.021 0.197 0.18
H 3.010 -1.051 -2.738 0.189 -0.178 0.406 0.19
H 3.472 -1.022 -0.890 -2.071 0.075 -1.733 0.18
H 2.835 0.343 -1.746 0.522 3.049 -0.207 0.18
H 0.277 3.545 -1.801 -0.058 0.905 -0.249 0.19
H 0.080 3.103 -0.057 -0.138 0.501 0.420 0.20
H -1.124 2.470 -1.310 1.049 1.494 0.530 0.17
H 1.091 -0.768 1.825 0.795 -0.176 0.273 0.18
```
Forces are in eV/Å.